[1]
{"formula": "BrPt", "method": "wB97M-V/def2-TZVPD", "e_lumo_ev": [-8.10, -9.79], "total_charge": 1, "energy_ha": -2692.877253, "spin_multiplicity": 3, "homo_energy_ev": [-17.1, -16.8], "elements": ["Pt", "Br"], "xyz": [[-0.98265, -0.33768, -0.71284], [0.98265, 0.33768, 0.71284]]}


[2]
{"formula": "C48H94N4O13", "method": "wB97M-V/def2-TZVPD", "e_lumo_ev": 0.40, "total_charge": 0, "energy_ha": -3082.341596, "smiles": "CC1(C)CCCC(C)(C)N1O.CC1(C)CCCC(C)(C)N1O.CC1(C)CCCC(C)(C)N1O.CC1(C)CCCC(C)(C)N1O.C[C@H]1COC(=O)O1.C[C@H]1COC(=O)O1.C[C@H]1COC(=O)O1", "homo_energy_ev": -8.0, "elements": ["C", "C", "C", "C", "C", "C", "C", "C", "C", "N", "O", "H", "H", "H", "H", "H", "H", "H", "H", "H", "H", "H", "H", "H", "H", "H", "H", "H", "H", "H", "C", "C", "C", "C", "C", "C", "C", "C", "C", "N", "O", "H", "H", "H", "H", "H", "H", "H", "H", "H", "H", "H", "H", "H", "H", "H", "H", "H", "H", "H", "C", "C", "C", "C", "C", "C", "C", "C", "C", "N", "O", "H", "H", "H", "H", "H", "H", "H", "H", "H", "H", "H", "H", "H", "H", "H", "H", "H", "H", "H", "C", "C", "C", "C", "C", "C", "C", "C", "C", "N", "O", "H", "H", "H", "H", "H", "H", "H", "H", "H", "H", "H", "H", "H", "H", "H", "H", "H", "H", "H", "C", "C", "C", "O", "C", "O", "O", "H", "H", "H", "H", "H", "H", "C", "C", "C", "O", "C", "O", "O", "H", "H", "H", "H", "H", "H", "C", "C", "C", "O", "C", "O", "O", "H", "H", "H", "H", "H", "H"], "xyz": [[-0.08326, -5.86701, 2.76935], [-1.51978, -5.68705, 3.24936], [-1.52525, -5.75568, 4.78731], [-1.98017, -4.32321, 2.73723], [-3.48621, -4.10054, 2.67940], [-4.15529, -5.27380, 1.97204], [-3.83679, -6.63434, 2.53968], [-4.44039, -6.83985, 3.93770], [-4.23761, -7.74042, 1.58157], [-2.36025, -6.71838, 2.65900], [-1.91891, -8.01121, 3.00158], [0.50273, -6.71233, 3.12774], [-0.13464, -5.97256, 1.67690], [0.47312, -4.94588, 2.96396], [-1.41809, -6.80915, 5.05646], [-0.60618, -5.31436, 5.18309], [-2.40342, -5.33458, 5.26730], [-1.47599, -3.59672, 3.38300], [-1.59829, -4.16298, 1.72128], [-3.84728, -4.03580, 3.71265], [-3.71268, -3.15723, 2.18534], [-3.81800, -5.17542, 0.93202], [-5.22765, -5.06267, 1.92853], [-5.49885, -7.10999, 3.82301], [-4.35582, -5.95776, 4.56314], [-3.99872, -7.69487, 4.44810], [-4.35062, -8.71187, 2.06520], [-3.51218, -7.82996, 0.77397], [-5.21875, -7.56561, 1.12701], [-1.47817, -8.33079, 2.20823], [5.34068, 4.72513, -1.25622], [5.52195, 4.88420, 0.25892], [7.01222, 5.04242, 0.54346], [4.78593, 6.13575, 0.73196], [3.27839, 5.92418, 0.76020], [3.00976, 4.76236, 1.70983], [3.65126, 3.44104, 1.29878], [3.56620, 2.51186, 2.51492], [2.88116, 2.79016, 0.13779], [5.04006, 3.69625, 0.96085], [5.73297, 2.53549, 0.57273], [5.90567, 3.85338, -1.59969], [4.31118, 4.52857, -1.56126], [5.70041, 5.58248, -1.83002], [7.19529, 5.28118, 1.59378], [7.58622, 4.15195, 0.29939], [7.37184, 5.88694, -0.05001], [5.06135, 6.34979, 1.76953], [5.09476, 6.97915, 0.11351], [2.81538, 6.79226, 1.23731], [2.82182, 5.75320, -0.21529], [1.93219, 4.69085, 1.88003], [3.42418, 5.00628, 2.69464], [2.55207, 2.23277, 2.80414], [3.90293, 3.10608, 3.37213], [4.15744, 1.60556, 2.41011], [2.04784, 2.17846, 0.48616], [3.51869, 2.06719, -0.38582], [2.57500, 3.48995, -0.63991], [6.25015, 2.29891, 1.34892], [0.65423, 4.34019, -2.26297], [-0.16040, 5.00681, -3.37042], [-0.64513, 6.39503, -2.92307], [0.67212, 5.21990, -4.64797], [0.63971, 4.12257, -5.70015], [-0.74848, 3.51205, -5.85909], [-1.44576, 3.10797, -4.56657], [-2.91194, 2.88434, -4.91267], [-0.86909, 1.77445, -4.06401], [-1.38628, 4.25153, -3.67647], [-2.07944, 3.94278, -2.45725], [0.25021, 4.50625, -1.27002], [1.67771, 4.74098, -2.26191], [0.85235, 3.29847, -2.52865], [-1.25040, 6.35866, -2.01484], [-1.26435, 6.79029, -3.72904], [0.18679, 7.07437, -2.72866], [0.47318, 6.19484, -5.10285], [1.68649, 5.38025, -4.26606], [1.34749, 3.33588, -5.41459], [0.95889, 4.52681, -6.65980], [-0.69927, 2.66142, -6.54112], [-1.34096, 4.28250, -6.36993], [-3.50801, 2.50312, -4.07562], [-3.40787, 3.82060, -5.17907], [-3.06489, 2.15785, -5.71339], [-1.13710, 1.04020, -4.83175], [0.21383, 1.69088, -3.98766], [-1.40376, 1.46709, -3.16813], [-2.65356, 4.70973, -2.36803], [-6.01596, -0.27761, -0.05631], [-4.52627, 0.05806, -0.28260], [-3.84006, -1.16854, -0.87273], [-4.47288, 1.17028, -1.32917], [-4.80531, 2.53295, -0.76190], [-3.94921, 2.85027, 0.45006], [-3.99786, 1.78936, 1.54304], [-2.74733, 2.00747, 2.41326], [-5.26132, 1.95436, 2.41296], [-3.84652, 0.46041, 0.93906], [-3.61864, -0.58346, 1.82311], [-6.69662, 0.56019, 0.07630], [-6.35464, -0.91290, -0.88121], [-6.17637, -0.95031, 0.80049], [-4.20118, -1.40508, -1.87510], [-2.76106, -1.01755, -0.89960], [-4.04887, -2.07812, -0.29995], [-3.45614, 1.23475, -1.74085], [-5.09629, 0.95675, -2.19974], [-4.57748, 3.27543, -1.54288], [-5.86527, 2.79244, -0.64623], [-4.27434, 3.81036, 0.86113], [-2.92332, 3.00282, 0.10154], [-2.66154, 1.35563, 3.27951], [-2.74062, 3.02200, 2.82548], [-1.91548, 1.94569, 1.71500], [-5.14273, 2.87078, 2.99556], [-5.47903, 1.12394, 3.07914], [-6.09855, 2.17019, 1.74173], [-4.46424, -0.95377, 2.12921], [5.67411, -1.60133, -3.05563], [4.40453, -2.40366, -2.98984], [3.88205, -2.71470, -1.56528], [2.52014, -2.36799, -1.62674], [2.23335, -1.75338, -2.79451], [1.12984, -1.42292, -3.08207], [3.32645, -1.65185, -3.57700], [5.48972, -0.70827, -2.45391], [5.97118, -1.33042, -4.06571], [6.52054, -2.13882, -2.62414], [4.44536, -3.38885, -3.46436], [4.49533, -2.21677, -0.80268], [4.03204, -3.76446, -1.30608], [3.15163, -6.09993, 0.58267], [3.83212, -5.28085, 1.62448], [3.22991, -3.89285, 2.00787], [3.02641, -4.01106, 3.43216], [3.28067, -5.27082, 3.85133], [2.97013, -5.67878, 4.92075], [3.86905, -5.98581, 2.87161], [2.08202, -6.28271, 0.67752], [3.64461, -7.07671, 0.54642], [3.29546, -5.71053, -0.42962], [4.86785, -5.03450, 1.37682], [2.28699, -3.68964, 1.51785], [3.98014, -3.11507, 1.92583], [-0.18048, 0.59287, -0.75188], [-0.35323, -0.12637, 0.57265], [-0.32279, -1.66791, 0.70217], [1.03496, -1.92351, 0.96719], [1.62495, -0.82207, 1.48340], [2.76507, -0.80296, 1.82838], [0.78854, 0.21979, 1.39452], [-0.39959, 1.63912, -0.52174], [-0.89082, 0.29675, -1.52031], [0.82597, 0.47757, -1.15083], [-1.28256, 0.22898, 1.00715], [-0.70235, -2.14006, -0.20209], [-0.99203, -1.92586, 1.52514]]}


[3]
{"formula": "C19H29N7PtS", "method": "wB97M-V/def2-TZVPD", "e_lumo_ev": -7.00, "total_charge": 2, "energy_ha": -1641.694198, "homo_energy_ev": -13.8, "elements": ["Pt", "C", "N", "C", "C", "N", "N", "C", "N", "N", "H", "H", "H", "H", "H", "H", "H", "H", "H", "H", "H", "C", "C", "C", "C", "C", "H", "H", "H", "H", "H", "H", "H", "H", "H", "H", "S", "C", "C", "C", "N", "C", "C", "C", "C", "C", "N", "C", "C", "H", "H", "H", "H", "H", "H", "H", "H"], "xyz": [[-0.05266, 1.62475, 0.02576], [4.74063, 2.03287, 0.04901], [3.95440, 3.26514, 0.00683], [4.64060, 4.55865, 0.05541], [2.62445, 3.17274, -0.05770], [1.97342, 2.04573, -0.14911], [1.92947, 4.37349, -0.04824], [0.57001, 4.58909, -0.06881], [0.21433, 5.88096, -0.13064], [-0.30901, 3.63476, -0.00574], [5.78881, 2.29050, 0.15041], [4.62550, 1.45728, -0.87174], [4.45919, 1.42101, 0.90797], [5.71002, 4.38220, 0.07025], [4.38924, 5.11261, 0.96262], [4.42623, 5.15789, -0.83213], [2.56772, 1.23034, -0.19042], [2.49446, 5.20557, -0.01617], [0.88594, 6.62543, -0.20272], [-0.75603, 6.14483, -0.15086], [-1.26234, 3.97361, -0.02504], [-2.71565, -0.44426, -1.24604], [-2.94986, 0.37016, 0.03625], [-4.37131, 0.95632, 0.01044], [-2.81961, -0.54685, 1.28180], [-1.95556, 1.44485, 0.22414], [-3.42466, -1.27177, -1.26827], [-1.71235, -0.85626, -1.28989], [-2.88109, 0.16832, -2.13225], [-5.10101, 0.15802, -0.12102], [-4.49325, 1.65729, -0.81650], [-4.60351, 1.47246, 0.94352], [-3.58363, -1.31762, 1.17883], [-3.00315, -0.00447, 2.20976], [-1.84718, -1.02389, 1.33465], [-2.43923, 2.36144, 0.59117], [1.46016, -4.83336, -0.11497], [1.06656, -3.09685, -0.06356], [0.94409, -2.35944, -1.23858], [0.70801, -1.00378, -1.16376], [0.57101, -0.36333, 0.01264], [0.67702, -1.07221, 1.14977], [0.93089, -2.42710, 1.14907], [-0.22665, -5.44344, -0.04969], [-0.84064, -5.68088, 1.16949], [-2.14303, -6.16480, 1.15595], [-2.81940, -6.40964, 0.03862], [-2.21194, -6.18919, -1.12208], [-0.91287, -5.70537, -1.22439], [1.04176, -2.83829, -2.20278], [0.65119, -0.39282, -2.05494], [0.57637, -0.51883, 2.07368], [1.03296, -2.95628, 2.08608], [-0.32276, -5.51004, 2.10346], [-2.65975, -6.37302, 2.08557], [-2.78386, -6.41443, -2.01463], [-0.45247, -5.55014, -2.19046]]}


[4]
{"formula": "C3H5F3IN", "method": "wB97M-V/def2-TZVPD", "e_lumo_ev": [-0.84, -0.84], "total_charge": 0, "energy_ha": -769.234006, "homo_energy_ev": [-8.8, -8.8], "elements": ["C", "C", "C", "N", "F", "F", "F", "I", "H", "H", "H", "H", "H"], "xyz": [[-0.54167, -0.66449, -1.60696], [-0.03323, 0.26293, 1.36167], [1.04673, 1.01080, 0.68219], [-0.49486, -1.14351, -0.21046], [0.67479, 1.89128, -0.14142], [1.84760, 1.64381, 1.64295], [1.97354, 0.19644, 0.06843], [-2.25930, -1.91563, 0.50232], [-1.18998, 0.24228, -1.88290], [0.51577, -0.51893, -1.89019], [-0.93025, -1.45007, -2.14748], [-0.84417, 0.90711, 1.55141], [0.23501, -0.46203, 2.07044]]}


[5]
{"formula": "C6H16B2NO3P", "method": "wB97M-V/def2-TZVPD", "e_lumo_ev": -0.38, "total_charge": 0, "energy_ha": -909.804747, "smiles": "CCP(CC)B(CC(=O)O)B(N)O", "homo_energy_ev": -8.2, "elements": ["C", "C", "P", "C", "C", "B", "C", "C", "O", "O", "B", "N", "O", "H", "H", "H", "H", "H", "H", "H", "H", "H", "H", "H", "H", "H", "H", "H", "H"], "xyz": [[-2.23947, 1.78355, -1.36353], [-0.79749, 2.06957, -0.93962], [0.43497, 0.67210, -1.20827], [-0.59376, -0.70987, -1.87646], [0.29732, -1.87345, -2.32714], [0.66164, 0.19855, 0.66194], [-0.60692, -0.24571, 1.54668], [-0.75492, -1.74063, 1.59221], [-1.32029, -2.39790, 0.75138], [-0.23714, -2.34954, 2.69841], [2.19031, 0.31851, 1.38668], [2.56491, 1.45429, 2.15249], [3.15287, -0.70630, 1.25357], [-2.60128, 0.82952, -0.97924], [-2.31973, 1.74205, -2.45270], [-2.90677, 2.57113, -1.00829], [-0.40826, 2.92617, -1.49030], [-0.79999, 2.35683, 0.11838], [-1.10596, -0.30027, -2.75305], [-1.35951, -1.06759, -1.18796], [0.90475, -1.57277, -3.18404], [-0.33557, -2.70200, -2.65659], [0.94981, -2.22943, -1.52842], [-0.47022, 0.13796, 2.56132], [-1.51390, 0.18382, 1.11778], [0.58423, -1.92470, 2.97222], [3.55511, 1.66054, 2.18754], [2.02677, 2.29961, 2.02611], [3.04851, -1.38403, 1.92889]]}


[6]
{"formula": "C5H7NO2", "method": "wB97M-V/def2-TZVPD", "e_lumo_ev": 0.54, "total_charge": 0, "energy_ha": -399.806837, "smiles": "C#CC=C(O)O.C=N", "homo_energy_ev": -8.6, "elements": ["C", "C", "C", "C", "O", "O", "H", "H", "H", "H", "C", "N", "H", "H", "H"], "xyz": [[2.17344, 1.46319, 0.83497], [1.33284, 0.97729, 0.11875], [0.16005, 0.73161, -0.69095], [-1.04158, 0.85653, -0.19713], [-2.17080, 0.74088, -0.94551], [-1.23662, 1.15544, 1.12582], [3.08946, 1.49529, 1.49882], [0.14655, 0.29930, -1.60459], [-2.96263, 0.95278, -0.48440], [-0.36944, 1.03686, 1.48761], [0.30011, -1.79266, 0.14495], [0.43047, -2.33770, -0.97303], [1.32569, -1.44625, 0.58691], [-0.73076, -1.67183, 0.63612], [-0.44678, -2.46073, -1.53835]]}